(1)
{"formula": "C13H19F6N5O4P", "method": "the ωB97M-V functional and the def2-TZVPD basis", "e_tot_ha": -2021.8150, "e_lumo_ev": -3.6, "max_force_ev_per_a": 1.07, "total_charge": 1, "multiplicity": 1, "e_homo_ev": -11.59, "elements": ["C", "N", "C", "N", "C", "C", "C", "F", "N", "C", "F", "F", "C", "F", "F", "F", "P", "N", "O", "O", "H", "H", "H", "H", "H", "H", "H", "H", "H", "H", "H", "H", "H", "H", "C", "C", "C", "C", "C", "C", "N", "O", "O", "H", "H", "H", "H", "H"], "coordinates": [[0.17, 4.30, -1.07], [-1.10, 3.83, -0.50], [-1.68, 2.72, -0.82], [-1.09, 1.90, -1.74], [0.01, 1.04, -1.23], [-0.38, 0.07, -0.10], [0.33, -1.27, -0.25], [0.73, -1.72, 0.99], [-2.90, 2.33, -0.23], [-3.07, 2.73, 1.15], [-1.90, 2.54, 1.76], [-3.34, 4.05, 1.27], [-4.16, 1.90, 1.92], [-3.67, 1.49, 3.08], [-5.24, 2.64, 2.15], [-4.51, 0.83, 1.20], [-4.28, 2.31, -1.34], [-4.66, 0.93, -1.86], [-5.28, 3.27, -0.58], [-3.57, 3.24, -2.43], [0.99, 3.68, -0.72], [0.32, 5.32, -0.74], [0.11, 4.24, -2.16], [-1.54, 4.43, 0.19], [-1.79, 1.32, -2.19], [0.36, 0.48, -2.10], [0.84, 1.67, -0.93], [-1.47, -0.07, -0.09], [-0.06, 0.47, 0.86], [-0.32, -2.03, -0.70], [1.23, -1.18, -0.87], [-5.59, 0.57, -1.72], [-6.15, 2.86, -0.42], [-3.87, 2.96, -3.31], [4.91, -6.21, 1.89], [4.11, -5.20, 2.41], [3.99, -3.99, 1.74], [4.69, -3.83, 0.55], [5.49, -4.82, 0.02], [5.60, -6.02, 0.70], [4.56, -2.55, -0.17], [3.87, -1.68, 0.33], [5.14, -2.44, -1.23], [5.00, -7.15, 2.42], [3.58, -5.35, 3.34], [3.38, -3.19, 2.12], [6.02, -4.65, -0.91], [6.22, -6.81, 0.30]], "mulliken_charge": [-0.867, 0.163, -0.537, -0.108, -0.824, -0.108, -0.516, -0.309, 0.577, 0.651, -0.271, -0.324, 0.678, -0.236, -0.227, -0.232, 0.496, -0.653, -0.490, -0.493, 0.308, 0.380, 0.346, 0.279, 0.435, 0.610, 0.166, 0.165, 0.297, 0.303, 0.319, 0.272, 0.383, 0.371, -0.467, -0.414, -0.373, 0.268, -0.449, -0.391, 1.034, -0.623, -0.608, 0.380, 0.374, 0.447, 0.448, 0.374]}

***

(2)
{"formula": "C9H13N2O", "method": "the ωB97M-V functional and the def2-TZVPD basis", "e_tot_ha": -535.1617, "smiles": "N[C@H](CO)C(=[NH2+])c1ccccc1", "e_lumo_ev": -4.4, "max_force_ev_per_a": 3.88, "total_charge": 1, "multiplicity": 1, "e_homo_ev": -13.25, "elements": ["N", "C", "C", "O", "C", "N", "C", "C", "C", "C", "C", "C", "H", "H", "H", "H", "H", "H", "H", "H", "H", "H", "H", "H", "H"], "coordinates": [[2.68, 0.90, 0.03], [1.64, -0.08, 0.32], [2.22, -1.41, -0.47], [3.36, -1.63, 0.28], [0.15, 0.91, 0.30], [0.58, 2.10, 0.22], [-1.16, 0.37, 0.12], [-2.27, 1.25, 0.06], [-3.49, 0.70, -0.13], [-3.67, -0.69, -0.22], [-2.60, -1.59, -0.09], [-1.37, -1.06, 0.27], [3.46, 0.86, 0.80], [2.97, 0.80, -0.98], [1.86, -0.25, 1.32], [2.41, -1.25, -1.61], [1.67, -2.31, -0.35], [4.14, -1.02, 0.01], [0.16, 3.02, 0.07], [1.65, 2.05, 0.29], [-2.00, 2.30, 0.06], [-4.32, 1.35, -0.30], [-4.65, -1.09, -0.55], [-2.91, -2.65, -0.16], [-0.51, -1.60, 0.72]], "mulliken_charge": [-0.681, -0.076, -0.498, -0.552, 0.134, -0.214, 0.555, -0.580, -0.430, -0.290, -0.610, -0.290, 0.311, 0.267, 0.476, 0.283, 0.380, 0.366, 0.169, 0.434, 0.297, 0.398, 0.342, 0.371, 0.438]}

***

Computed ΔE to the lowest compared entry with this formula, charge and spin, in the same sequence as the records: 0.0 78.6 kcal/mol.